*one*
DFT (ωB97M-V/def2-TZVPD) results for C2H2ClNO as an isolated structure.

Properties
* 2S+1: 1
* orbital gap: 0.3598 Ha
* molar mass: 91.50 g/mol
* charge: 0
* HOMO energy: -8.902 eV

Element x y z (Å)
C -0.217 -0.308 -0.930
C 0.485 0.401 -0.026
N -0.470 0.118 0.978
O -1.134 -0.717 0.040
Cl 1.834 1.414 0.072
H -0.282 -0.542 -1.967
H -0.216 -0.367 1.833

Atom charges from the natural (NBO) analysis, given in e for atoms 1 to 6: 0.01, -0.03, -0.30, -0.33, 0.06, 0.21

***

*two*
DFT (ωB97M-V/def2-TZVPD) results for a 2-piece molecular cluster, C2H2ClNO overall.

Properties
* 2S+1: 1
* orbital gap (spin up / spin down): 0.3738 / 0.1407 Ha
* molar mass: 91.50 g/mol
* charge: 0
* HOMO energy (spin up / spin down): -10.533 / -7.817 eV

Element x y z (Å)
C -0.821 -0.005 0.171
C 0.234 -0.361 -0.703
N 0.406 0.363 -1.800
O -1.600 0.397 0.947
Cl -0.437 0.630 4.094
H 0.968 -1.100 -0.322
H 1.251 0.076 -2.385

Atom charges from the natural (NBO) analysis, given in e for atoms 1 to 6: 0.70, -0.24, -0.60, -0.40, -0.04, 0.22

***

*one* ends up most stable, edging out the next structure by 0.695 eV.

***

*one*
DFT (ωB97M-V/def2-TZVPD) results for C2H6N2O2 in the gas phase.

Properties
* 2S+1: 1
* orbital gap (spin up / spin down): 0.3441 / 0.3439 Ha
* SMILES: CC/[N+]([O-])=N/O
* molar mass: 90.08 g/mol
* charge: 0
* HOMO energy (spin up / spin down): -8.964 / -8.963 eV

Element x y z (Å)
C 0.821 -0.631 -0.143
C 0.108 0.726 0.066
N -1.809 -0.860 0.024
N -1.345 0.488 0.059
O -2.151 1.453 -0.019
O -3.101 -0.756 -0.005
H 1.951 -0.575 -0.120
H 0.547 -1.332 0.697
H 0.442 -1.203 -0.878
H 0.457 1.473 -0.785
H 0.249 1.088 1.094
H -3.390 0.311 0.037

Atom charges from the natural (NBO) analysis, given in e for atoms 1 to 6: -0.63, -0.25, 0.08, 0.19, -0.51, -0.50

***

*two*
DFT (ωB97M-V/def2-TZVPD) results for a 2-piece molecular cluster, C2H6N2O2 overall.

Properties
* 2S+1: 1
* orbital gap: 0.4028 Ha
* SMILES: NC=O.NC=O
* molar mass: 90.08 g/mol
* charge: 0
* HOMO energy: -9.933 eV

Element x y z (Å)
O 1.499 0.221 2.352
C 2.151 -0.606 2.956
N 2.836 -0.307 4.052
H 2.181 -1.713 2.815
H 2.883 0.685 4.299
H 3.384 -0.992 4.578
O -1.813 1.106 -2.097
C -2.272 0.297 -2.879
N -2.759 0.632 -4.130
H -2.233 -0.812 -2.746
H -2.809 1.607 -4.436
H -3.049 -0.118 -4.764

Atom charges from the natural (NBO) analysis, given in e for atoms 1 to 6: -0.60, 0.52, -0.81, 0.10, 0.40, 0.40

***

*two* ends up most stable, edging out the next structure by 4.950 eV.

***

*one*
DFT (ωB97M-V/def2-TZVPD) results for C2H6N4O2 as an isolated structure.

Properties
* 2S+1: 1
* orbital gap: 0.3372 Ha
* molar mass: 118.10 g/mol
* charge: 0
* HOMO energy: -9.219 eV

Element x y z (Å)
C 1.013 -1.061 -0.381
C -1.064 0.675 -0.071
H 2.174 0.526 1.444
H 3.203 1.562 0.290
H 0.987 -2.097 -0.934
H -2.232 -1.335 0.032
H -0.649 2.634 -0.288
H 0.696 1.482 -0.253
N 2.138 0.746 0.305
N 2.140 -0.651 -0.080
N -0.355 -0.601 0.147
N -0.372 1.694 -0.416
O -1.279 -1.742 0.120
O -2.313 0.645 0.220

Atom charges from the natural (NBO) analysis, given in e for atoms 1 to 6: 0.25, 0.76, 0.38, 0.40, 0.22, 0.51

***

*two*
DFT (ωB97M-V/def2-TZVPD) results for C2H6N4O2 in the gas phase.

Properties
* 2S+1: 1
* orbital gap: 0.3492 Ha
* molar mass: 118.10 g/mol
* charge: 0
* HOMO energy: -8.858 eV

Element x y z (Å)
C -0.083 -1.239 0.083
C -1.269 -0.725 -0.228
N 0.935 -0.387 0.558
N 2.081 -0.101 -1.311
N -1.578 0.590 -0.251
N 1.827 0.020 -0.204
O -2.900 1.027 -0.023
O 2.702 1.197 0.590
H 0.508 -2.180 0.072
H -2.078 -1.312 -0.619
H 0.787 0.049 1.422
H -0.996 1.185 0.267
H -3.474 0.653 -0.671
H 3.540 1.223 0.316

Atom charges from the natural (NBO) analysis, given in e for atoms 1 to 6: -0.18, 0.00, -0.45, -0.18, -0.30, 0.32

***

*one* ends up most stable, edging out the next structure by 2.461 eV.

***

*one*
DFT (ωB97M-V/def2-TZVPD) results for C2H6N4O2 in the gas phase.

Properties
* 2S+1: 1
* orbital gap: 0.3491 Ha
* SMILES: NNC(=O)NC(N)=O
* molar mass: 118.10 g/mol
* charge: 0
* HOMO energy: -8.971 eV

Element x y z (Å)
C -0.848 0.707 -0.272
C 1.461 -0.071 -0.280
H -2.744 -1.163 1.084
H -3.215 -0.141 -0.114
H -0.548 -1.234 -0.173
H 0.869 1.727 0.000
H 2.867 0.829 0.967
H 3.145 -0.742 0.166
N -2.631 -0.922 0.085
N -1.279 -0.538 -0.115
N 0.493 0.824 0.206
N 2.689 0.208 0.101
O -1.531 1.589 -0.700
O 1.273 -1.074 -0.955

Atom charges from the natural (NBO) analysis, given in e for atoms 1 to 6: 0.77, 0.77, 0.35, 0.37, 0.41, 0.40

***

*two*
DFT (ωB97M-V/def2-TZVPD) results for C2H6N4O2 as an isolated structure.

Properties
* 2S+1: 1
* orbital gap: 0.3205 Ha
* molar mass: 118.10 g/mol
* charge: 0
* HOMO energy: -8.841 eV

Element x y z (Å)
C 1.411 0.804 0.986
C -1.569 1.026 -1.141
H 0.825 -1.299 2.284
H 2.171 -2.171 1.949
H 1.653 1.885 1.033
H -0.125 -0.620 0.120
H -2.382 1.859 -1.142
H -2.127 -2.021 -0.669
N 1.579 -1.527 1.367
N 2.214 -0.056 1.626
N 0.312 0.436 0.351
N -2.148 -0.068 -1.224
O -0.204 1.219 -0.839
O -1.392 -1.233 -1.347

Atom charges from the natural (NBO) analysis, given in e for atoms 1 to 6: 0.19, 0.32, 0.33, 0.36, 0.21, 0.47

***

*one* ends up most stable, edging out the next structure by 8.554 eV.

***

*one*
DFT (ωB97M-V/def2-TZVPD) results for a 2-piece molecular cluster, C2H6N4O2 overall.

Properties
* 2S+1: 1
* orbital gap: 0.2902 Ha
* molar mass: 118.10 g/mol
* charge: 0
* HOMO energy: -8.670 eV

Element x y z (Å)
C -0.486 -0.352 -0.326
C 2.806 0.060 0.236
H -2.431 -0.155 0.879
H -0.830 -1.993 -0.536
H 0.099 1.451 0.204
H -2.387 1.182 -1.135
H 3.487 0.725 0.828
H 3.474 -0.984 0.350
N -1.502 -1.106 -0.597
N -0.558 1.042 -0.209
N 0.779 -0.890 -0.303
N 1.522 0.332 -0.159
O -2.172 -1.101 0.714
O -1.803 1.787 0.054

Atom charges from the natural (NBO) analysis, given in e for atoms 1 to 6: 0.50, -0.08, 0.49, 0.41, 0.38, 0.47

***

*two*
DFT (ωB97M-V/def2-TZVPD) results for C2H6N4O2 in the gas phase.

Properties
* 2S+1: 1
* orbital gap: 0.3127 Ha
* SMILES: On1cc[nH]n(O)[nH]1
* molar mass: 118.10 g/mol
* charge: 0
* HOMO energy: -7.745 eV

Element x y z (Å)
C -1.281 -0.530 -0.914
C 0.029 -0.818 -1.019
N -1.676 0.249 0.123
N 0.284 -0.249 1.180
N 0.928 -0.208 -0.181
N -0.674 0.671 1.152
O 2.310 -0.378 -0.195
O -0.187 1.940 0.813
H -2.147 -0.983 -1.328
H 0.483 -1.446 -1.792
H -2.241 1.084 0.063
H 0.872 0.178 1.932
H 2.682 -1.259 -0.124
H 0.618 1.749 0.290

Atom charges from the natural (NBO) analysis, given in e for atoms 1 to 6: -0.08, -0.14, -0.48, -0.34, -0.08, 0.13

***

*two* ends up most stable, edging out the next structure by 3.437 eV.

***

*one*
DFT (ωB97M-V/def2-TZVPD) results for a 2-piece molecular cluster, CHN4O2 overall.

Properties
* 2S+1: 1
* orbital gap (spin up / spin down): 0.2714 / 0.2715 Ha
* molar mass: 101.05 g/mol
* charge: -1
* HOMO energy (spin up / spin down): -5.026 / -5.028 eV

Element x y z (Å)
C -2.291 0.346 0.025
N -3.143 1.012 0.426
N 0.640 0.028 -0.930
N -0.285 -0.809 -0.790
N 1.521 0.192 0.098
O 1.403 -0.480 1.129
O 2.430 0.992 -0.093
H -0.275 -1.281 0.133

Atom charges from the natural (NBO) analysis, given in e for atoms 1 to 6: -0.09, -0.67, -0.15, -0.20, 0.57, -0.43

***

*two*
DFT (ωB97M-V/def2-TZVPD) results for an isolated ion of composition CHN4O2 and charge -1.

Properties
* 2S+1: 1
* orbital gap: 0.3028 Ha
* SMILES: N#CNN=[N+]([O-])[O-]
* molar mass: 101.05 g/mol
* charge: -1
* HOMO energy: -3.920 eV

Element x y z (Å)
C 1.051 0.114 -1.619
N 1.797 -0.127 -2.471
N 0.368 0.449 0.642
N 0.165 0.154 -0.680
N -0.553 0.053 1.415
O -1.544 -0.562 0.893
O -0.482 0.226 2.612
H -0.802 -0.308 -0.792

Atom charges from the natural (NBO) analysis, given in e for atoms 1 to 6: 0.44, -0.48, -0.25, -0.54, 0.56, -0.64

***

*two* ends up most stable, edging out the next structure by 1.579 eV.

***

*one*
DFT (ωB97M-V/def2-TZVPD) results for an isolated ion of composition CHN4O2 and charge -1.

Properties
* 2S+1: 1
* orbital gap: 0.2531 Ha
* SMILES: [H]/N=N\N([O-])N=C=O
* molar mass: 101.05 g/mol
* charge: -1
* HOMO energy: -2.951 eV

Element x y z (Å)
C -1.356 -1.084 -0.039
N -0.612 -0.367 -0.662
N 1.244 1.008 0.138
N 1.994 0.176 -0.398
N 0.031 1.033 0.218
O -2.028 -1.868 0.523
O -0.713 1.907 0.708
H 1.440 -0.805 -0.487

Atom charges from the natural (NBO) analysis, given in e for atoms 1 to 6: 0.76, -0.64, 0.03, -0.64, 0.31, -0.60

***

*two*
DFT (ωB97M-V/def2-TZVPD) results for a 2-piece molecular cluster, CHN4O2 overall.

Properties
* 2S+1: 1
* orbital gap (spin up / spin down): 0.2335 / 0.2337 Ha
* molar mass: 101.05 g/mol
* charge: -1
* HOMO energy (spin up / spin down): -3.712 / -3.716 eV

Element x y z (Å)
C 0.055 0.166 0.104
N -2.269 -0.128 -0.225
N -1.854 0.974 -0.337
N -0.352 -0.999 0.216
N -1.729 -1.228 0.040
O 2.649 0.496 0.329
O 0.877 1.025 0.069
H 2.623 -0.306 -0.196

Atom charges from the natural (NBO) analysis, given in e for atoms 1 to 6: 0.60, 0.05, -0.19, -0.46, -0.24, -0.84

***

*three*
DFT (ωB97M-V/def2-TZVPD) results for a 2-piece molecular cluster, CHN4O2 overall.

Properties
* 2S+1: 1
* orbital gap (spin up / spin down): 0.1997 / 0.1994 Ha
* molar mass: 101.05 g/mol
* charge: -1
* HOMO energy (spin up / spin down): -3.171 / -3.172 eV

Element x y z (Å)
C -1.962 0.243 0.215
N -4.078 0.863 -0.204
N -2.792 1.156 0.030
N -3.630 -1.352 0.076
N -4.272 -0.418 -0.137
O 0.749 0.683 -0.210
O -0.935 -0.303 0.358
H 0.266 1.503 0.221

Atom charges from the natural (NBO) analysis, given in e for atoms 1 to 6: 0.66, -0.25, -0.45, -0.10, 0.08, -0.99

***

*one* ends up most stable, edging out the next structure by 1.546 eV.

***

*one*
DFT (ωB97M-V/def2-TZVPD) results for a 2-piece molecular cluster, C3H6OSe overall.

Properties
* 2S+1: 1
* orbital gap (spin up / spin down): 0.1757 / 0.1756 Ha
* molar mass: 137.04 g/mol
* charge: 0
* HOMO energy (spin up / spin down): -7.263 / -7.264 eV

Element x y z (Å)
C 0.435 -0.580 -0.172
C -1.369 1.335 0.085
C 1.712 -0.669 0.169
O -0.508 -1.530 0.102
Se 3.108 0.539 0.024
H -0.261 0.464 -0.362
H -1.800 1.717 -0.755
H -0.746 1.943 0.598
H -1.793 0.586 0.593
H 1.926 -1.699 0.348
H -0.705 -2.105 -0.628

Atom charges from the natural (NBO) analysis, given in e for atoms 1 to 6: 0.19, -0.40, -0.45, -0.70, -0.13, 0.14

***

*two*
DFT (ωB97M-V/def2-TZVPD) results for C3H6OSe in the gas phase.

Properties
* 2S+1: 1
* orbital gap: 0.3536 Ha
* SMILES: C=COC[SeH]
* molar mass: 137.04 g/mol
* charge: 0
* HOMO energy: -9.076 eV

Element x y z (Å)
C -0.808 0.986 0.045
C -1.919 0.222 0.294
C 1.391 -0.425 0.210
O 0.580 0.714 -0.029
Se 3.421 -0.041 -0.037
H -1.027 2.053 -0.173
H 3.244 -0.372 -1.546
H -1.952 -0.751 0.596
H -2.913 0.721 0.295
H 1.090 -0.662 1.289
H 1.063 -1.082 -0.582

Atom charges from the natural (NBO) analysis, given in e for atoms 1 to 6: 0.16, -0.53, -0.18, -0.58, 0.03, 0.19

***

*two* ends up most stable, edging out the next structure by 3.381 eV.